Entry 1:
29
Properties=species:S:1:pos:R:3:mulliken_charge:R:1 method="wB97M-V/def2-TZVPD" smiles=CCCC[C@H](N)CO.O.O lumo_energy_ev=0.291 total_charge=0 e_above_lowest_kj_mol=315.8 fmax_ev_per_a=5.97 homo_lumo_gap_ev=9.931
C 0.61 -2.44 1.81 -1.08
C -0.40 -1.29 1.97 -0.80
C -0.67 -0.60 0.67 0.16
C 0.65 -0.29 -0.03 -0.58
C 0.44 0.56 -1.35 0.17
N -0.94 0.17 -2.00 -0.53
C 1.58 0.50 -2.29 -0.67
O 1.33 1.01 -3.60 -0.57
H 0.11 -3.31 1.33 0.27
H 0.80 -2.76 2.87 0.33
H 1.44 -2.29 1.08 0.31
H -0.14 -0.69 2.85 0.37
H -1.28 -1.87 2.35 0.37
H -1.15 0.35 0.81 -0.24
H -1.36 -1.15 -0.03 0.28
H 1.33 0.22 0.73 0.34
H 1.34 -1.10 -0.20 0.28
H 0.31 1.50 -0.85 0.20
H -1.36 -0.77 -1.70 0.12
H -0.97 0.09 -2.97 0.29
H 2.59 0.61 -2.21 0.58
H 1.80 -0.66 -2.52 0.22
H 0.42 1.25 -3.72 0.31
O -0.57 2.25 1.97 -0.56
H 0.31 2.36 1.66 0.25
H -0.51 2.46 2.90 0.28
O -2.30 2.04 0.01 -0.75
H -1.46 1.76 -0.45 0.21
H -1.94 2.10 0.92 0.45


Entry 2:
31
Properties=species:S:1:pos:R:3:mulliken_charge:R:1 method="wB97M-V/def2-TZVPD" smiles="CN/C=C/CCC=O.O.O.O.O" lumo_energy_ev=0.498 total_charge=0 e_above_lowest_kj_mol=301.6 fmax_ev_per_a=4.97 homo_lumo_gap_ev=8.665
C -2.33 -0.37 -1.51 -0.87
N -1.83 -1.80 -1.71 -0.28
C -1.03 -2.31 -0.66 -0.03
C -1.01 -1.82 0.57 -0.33
C -0.23 -2.29 1.78 -0.90
C 0.91 -1.10 2.10 -0.54
C 1.92 -0.78 0.94 0.30
O 2.11 -1.63 0.14 -0.44
H -2.96 0.00 -2.34 0.27
H -1.45 0.20 -1.24 0.27
H -2.98 -0.31 -0.61 0.32
H -1.52 -1.93 -2.62 0.30
H -0.52 -3.26 -0.83 0.29
H -1.50 -0.92 0.74 0.28
H -0.92 -2.40 2.56 0.42
H 0.33 -3.20 1.57 0.31
H 0.50 -0.06 2.26 0.16
H 1.31 -1.37 3.06 0.42
H 2.25 0.28 0.90 0.13
O 0.81 0.45 -2.35 -0.66
H 1.49 0.11 -1.73 0.33
H 0.02 -0.08 -2.41 0.25
O -0.59 2.33 1.45 -0.62
H -0.49 2.54 2.44 0.29
H 0.01 2.92 1.04 0.35
O 0.75 2.87 -1.60 -0.77
H 1.01 2.29 -2.46 0.39
H 0.00 2.40 -1.20 0.34
O 1.80 3.29 0.85 -0.63
H 1.68 3.30 -0.04 0.38
H 2.46 2.65 0.92 0.24